# 1
C4H9NO | ωB97M-V/def2-TZVPD

Each line ends with the natural charge from an NBO analysis.
Geometry (Å):
1 C 0.2912 -1.0839 -1.8973  -0.6757
2 C 0.2885 0.3061 -1.3700  0.0118
3 O 1.6992 0.1466 -0.0399  -0.5931
4 C 0.9635 0.2676 1.0113  0.4355
5 N -0.2770 0.5112 0.8324  -0.5535
6 C -1.1787 0.5674 1.9428  -0.4244
7 H 1.2914 -1.4837 -1.7753  0.2345
8 H -0.4344 -1.7025 -1.3710  0.2197
9 H -0.0010 -1.0557 -2.9635  0.2290
10 H 0.9844 0.9672 -1.8346  0.1917
11 H -0.7200 0.7196 -1.3277  0.2127
12 H 1.4172 0.1421 2.0077  0.1529
13 H -2.0078 1.2773 1.8381  0.1953
14 H -0.7064 0.8386 2.8873  0.1767
15 H -1.6101 -0.4177 2.0595  0.1870

Cartesian forces (eV/Å) of the 3 atoms listed first:
C 0.133 -0.026 0.150
C 0.568 -0.071 -0.543
O -1.165 0.002 -0.646

DFT total energy ... -287.69428 a.u.
Net charge ... 0
Spin multiplicity ... 1
HOMO-LUMO gap ... 9.6 eV
ΔE to the lowest compared entry with this formula, charge and spin ... 86.7 kcal/mol

# 2
C4H9NO | ωB97M-V/def2-TZVPD

Each line ends with the natural charge from an NBO analysis.
Geometry (Å):
1 H -3.3476 0.5045 0.8448  0.3641
2 N -2.4101 0.1509 1.0457  -0.6956
3 C -1.7287 -0.0012 0.0086  0.5504
4 O -1.7860 0.1414 -1.3202  -0.4710
5 C -0.5180 -0.3669 -0.6851  0.0249
6 C 0.6814 0.5392 -0.8350  -0.4310
7 C 1.9512 -0.0676 -0.2411  -0.6053
8 H -0.3544 -1.4212 -0.9164  0.1997
9 H 0.4580 1.5038 -0.3700  0.2177
10 H 0.8359 0.7362 -1.9040  0.2197
11 H 2.8061 0.5868 -0.4318  0.2190
12 H 2.1744 -1.0430 -0.6880  0.2051
13 H 1.8667 -0.2049 0.8403  0.2161
14 H 0.0422 -0.6324 2.3764  -0.0520
15 H -0.6710 -0.4257 2.2757  0.0383

Cartesian forces (eV/Å) of the 3 atoms listed first:
H 0.161 -0.037 -0.063
N -0.065 0.048 -0.270
C 0.037 -0.039 0.072

DFT total energy ... -287.71431 a.u.
SMILES ... [H]/N=C1\O[C@H]1CC.[H][H]
Net charge ... 0
Spin multiplicity ... 1
HOMO-LUMO gap ... 11.5 eV
ΔE to the lowest compared entry with this formula, charge and spin ... 74.1 kcal/mol

# 3
C4H9NO | ωB97M-V/def2-TZVPD

Each line ends with the natural charge from an NBO analysis.
Geometry (Å):
1 C 2.0915 0.1609 0.9022  -0.7661
2 C 1.3007 -0.0671 -0.7857  -0.1506
3 N -0.1129 -0.1073 -0.7934  -0.5277
4 C -0.5624 -0.0085 0.3861  0.3791
5 O -1.8662 -0.0034 0.6923  -0.4929
6 C -2.7655 -0.1100 -0.4250  -0.2602
7 H 1.8738 0.0649 2.0133  0.2340
8 H 2.8615 -0.5800 0.7635  0.2154
9 H 2.4723 1.1778 0.8355  0.2137
10 H 1.7058 -0.9944 -1.2227  0.1900
11 H 1.6647 0.7995 -1.3590  0.1916
12 H 0.3395 0.0786 1.1010  0.1962
13 H -3.7802 -0.0627 -0.0191  0.1933
14 H -2.6193 -1.0574 -0.9552  0.1915
15 H -2.6032 0.7090 -1.1339  0.1927

Cartesian forces (eV/Å) of the 3 atoms listed first:
C 0.586 -0.088 -1.479
C 0.978 0.170 1.594
N -0.235 0.050 0.336

DFT total energy ... -287.69576 a.u.
SMILES ... CC/N=C/OC
Net charge ... 0
Spin multiplicity ... 1
HOMO-LUMO gap ... 10.7 eV
ΔE to the lowest compared entry with this formula, charge and spin ... 85.8 kcal/mol

# 4
C4H9NO | ωB97M-V/def2-TZVPD

Each line ends with the natural charge from an NBO analysis.
Geometry (Å):
1 C -0.8159 -1.9377 -0.1511  -0.3852
2 C -0.2557 -0.9283 0.4954  -0.1623
3 C 0.0568 0.3857 -0.1681  -0.1230
4 C -0.8718 1.5099 0.2906  -0.6146
5 N 1.4179 0.8828 0.0912  -0.3101
6 O 2.1799 -0.3748 0.1306  -0.5824
7 H -1.2170 -2.7233 0.3675  0.1888
8 H -0.8339 -2.0958 -1.3103  0.1828
9 H -0.4332 -0.9792 1.6045  0.2095
10 H -0.0523 0.2963 -1.2365  0.1681
11 H -0.9672 2.1652 -0.5379  0.2124
12 H -0.4603 1.8799 1.1868  0.2257
13 H -1.8865 1.1708 0.7380  0.2185
14 H 1.8026 1.3198 -0.7414  0.3317
15 H 2.3365 -0.5712 -0.7593  0.4402

Cartesian forces (eV/Å) of the 3 atoms listed first:
C 1.136 0.834 -3.474
C -1.471 0.342 0.769
C -0.392 0.664 0.301

DFT total energy ... -287.67350 a.u.
SMILES ... C=C[C@@H](C)NO
Net charge ... 0
Spin multiplicity ... 1
HOMO-LUMO gap ... 10.6 eV
ΔE to the lowest compared entry with this formula, charge and spin ... 99.7 kcal/mol

# 5
C4H9NO | ωB97M-V/def2-TZVPD

Each line ends with the natural charge from an NBO analysis.
Geometry (Å):
1 C -1.9214 -0.5465 0.3202  -0.7084
2 C -0.4655 -0.8605 0.0481  0.6725
3 O -0.1239 -2.0359 0.0546  -0.6431
4 N 0.4715 0.1087 -0.1837  -0.4381
5 C 1.8293 -0.4893 -0.3061  -0.4160
6 C 0.1992 1.5486 -0.0506  -0.4055
7 H -2.2766 0.4469 0.0484  0.2079
8 H -2.4946 -1.3037 -0.2191  0.2461
9 H -2.1015 -0.7077 1.3882  0.2394
10 H 2.4645 0.1682 -0.8938  0.1933
11 H 1.8074 -1.4743 -0.7972  0.2473
12 H 2.2710 -0.6808 0.6816  0.1959
13 H -0.8269 1.7913 -0.3538  0.2103
14 H 0.3172 1.9389 0.9719  0.1905
15 H 0.8495 2.1376 -0.7035  0.2081

Cartesian forces (eV/Å) of the 3 atoms listed first:
C -0.054 0.073 -0.041
C 0.015 -0.251 0.039
O -0.366 -0.062 0.124

DFT total energy ... -287.80196 a.u.
SMILES ... CC(=O)N(C)C
Net charge ... 0
Spin multiplicity ... 1
HOMO-LUMO gap ... 10.1 eV
ΔE to the lowest compared entry with this formula, charge and spin ... 19.1 kcal/mol

# 6
C4H9NO | ωB97M-V/def2-TZVPD

Each line ends with the natural charge from an NBO analysis.
Geometry (Å):
1 C 1.6921 1.2999 0.1608  -0.3952
2 N 0.6612 0.5879 0.7768  -0.6380
3 C 0.3616 -0.7428 0.2796  -0.0606
4 C -0.4620 -0.7052 -1.1712  -0.4932
5 C -1.2618 -1.0067 0.0843  0.0621
6 O -1.9889 -0.1826 0.9497  -0.7005
7 H 1.8354 2.2405 0.8066  0.1989
8 H 1.4168 1.6034 -0.9626  0.1447
9 H 2.7045 0.8701 0.1335  0.2021
10 H -0.1950 1.1216 0.8167  0.3814
11 H 0.7475 -1.6943 0.6186  0.2116
12 H -0.5317 0.3956 -1.4909  0.2191
13 H -0.4897 -1.3502 -2.0535  0.2275
14 H -1.4343 -2.0764 0.4544  0.1728
15 H -3.0558 -0.3607 0.5972  0.4675

Cartesian forces (eV/Å) of the 3 atoms listed first:
C 0.898 3.207 -1.624
N -0.620 -2.941 0.730
C -4.157 0.449 -2.601

DFT total energy ... -287.67103 a.u.
SMILES ... CN[C@@H]1C[C@@H]1O
Net charge ... 0
Spin multiplicity ... 1
HOMO-LUMO gap ... 9.1 eV
ΔE to the lowest compared entry with this formula, charge and spin ... 101.3 kcal/mol

# 7
C4H9NO | ωB97M-V/def2-TZVPD

Each line ends with the natural charge from an NBO analysis.
Geometry (Å):
1 H -1.2040 2.0792 0.5650  0.3582
2 N -1.2102 1.1742 1.0255  -0.6744
3 C -0.7653 0.2236 0.3164  0.5907
4 C -1.0243 -1.2150 0.6790  -0.6943
5 O -0.8194 0.4007 -1.2348  -0.8129
6 H -0.6890 -1.3634 1.7037  0.2396
7 H -0.4511 -1.8776 0.0295  0.2209
8 H -2.0823 -1.4514 0.5580  0.2327
9 H -1.4703 -0.1970 -1.6378  0.4753
10 C 1.5016 0.5273 -1.0076  -0.2344
11 C 1.4880 0.1740 0.3231  -0.5166
12 H 1.8150 -0.1610 -1.7801  0.1961
13 H 1.3400 1.5481 -1.3195  0.1983
14 H 1.9837 -0.7353 0.6378  0.2035
15 H 1.5875 0.8737 1.1418  0.2175

Cartesian forces (eV/Å) of the 3 atoms listed first:
H -0.095 -0.110 -0.291
N 1.370 -0.624 -0.011
C -4.065 0.405 -2.550

DFT total energy ... -287.68882 a.u.
SMILES ... [H]/N=C(/C)O.C=C
Net charge ... 0
Spin multiplicity ... 1
HOMO-LUMO gap ... 9.7 eV
ΔE to the lowest compared entry with this formula, charge and spin ... 90.1 kcal/mol

# 8
C4H9NO | ωB97M-V/def2-TZVPD

Each line ends with the natural charge from an NBO analysis.
Geometry (Å):
1 C -0.2467 1.7682 0.6758  -0.4217
2 C 0.1508 1.0399 -0.4704  0.5387
3 N 0.1560 -0.4018 -0.4161  -0.4853
4 C -0.6104 -1.1315 -1.4431  -0.4075
5 C 0.4684 -0.9230 0.9374  -0.2896
6 O 0.2052 1.5227 -1.6225  -0.6185
7 H 1.5819 0.6424 1.5463  0.1906
8 H -0.7914 1.1577 1.3868  0.1918
9 H -0.1243 2.8298 0.7784  0.2285
10 H -1.3982 -1.8933 -1.1183  0.1972
11 H -1.2199 -0.2769 -1.9308  0.2357
12 H 0.0748 -1.5443 -2.1373  0.2031
13 H 0.9706 -0.0292 1.4343  0.0290
14 H 1.2540 -1.6343 0.9053  0.2054
15 H -0.4710 -1.1264 1.4743  0.2026

Cartesian forces (eV/Å) of the 3 atoms listed first:
C 2.130 -0.978 1.761
C -1.333 -0.839 -3.923
N 0.619 0.983 2.866

DFT total energy ... -287.56484 a.u.
Net charge ... 0
Spin multiplicity ... 1
HOMO-LUMO gap ... 6.4 eV
ΔE to the lowest compared entry with this formula, charge and spin ... 167.9 kcal/mol

# 9
C4H9NO | ωB97M-V/def2-TZVPD

Each line ends with the natural charge from an NBO analysis.
Geometry (Å):
1 C 0.8149 -1.7698 -0.0386  -0.3730
2 C 0.9611 -0.7497 0.7914  -0.2125
3 C 1.2584 0.6381 0.3567  0.1383
4 C 2.2314 1.3354 0.9414  -0.5043
5 N 0.3112 1.2247 -0.4852  -0.8124
6 H 0.4653 -2.7415 0.2933  0.1957
7 H 0.9192 -1.8057 -1.1075  0.1890
8 H 0.7577 -0.9695 1.8331  0.2181
9 H 2.9189 0.9344 1.6748  0.2040
10 H 2.4274 2.3996 0.8211  0.1912
11 H 0.5259 2.1667 -0.7077  0.3814
12 H -0.0964 0.6158 -1.1743  0.3846
13 O -4.6160 -0.6953 -1.2491  -0.9549
14 H -4.8511 -0.5483 -0.3361  0.4782
15 H -4.0279 -0.0349 -1.6134  0.4766

Cartesian forces (eV/Å) of the 3 atoms listed first:
C -0.560 -0.903 -0.068
C -0.190 -0.507 -0.752
C -0.139 0.392 0.857

DFT total energy ... -287.74557 a.u.
SMILES ... C=CC(=C)N.O
Net charge ... 0
Spin multiplicity ... 1
HOMO-LUMO gap ... 9.0 eV
ΔE to the lowest compared entry with this formula, charge and spin ... 54.5 kcal/mol

# 10
C4H9NO | ωB97M-V/def2-TZVPD

Each line ends with the natural charge from an NBO analysis.
Geometry (Å):
1 C 0.1558 -0.4188 -1.8892  -0.6196
2 C 0.7672 0.0292 -0.5151  -0.4143
3 C -0.3053 0.4732 0.4573  -0.1707
4 N -1.4371 -0.4662 0.5909  -0.8034
5 C 0.3561 0.7327 1.7893  0.4238
6 O 0.9705 1.7100 2.1472  -0.5126
7 H 0.2247 -1.5015 -1.8656  0.2034
8 H 0.5496 0.0130 -2.8129  0.2211
9 H -0.9366 -0.1582 -1.8327  0.2221
10 H 1.5561 0.7812 -0.5759  0.2302
11 H 1.3311 -0.8781 -0.2625  0.2018
12 H -0.7350 1.4404 0.0840  0.2138
13 H -0.9664 -1.3732 0.5279  0.3480
14 H -1.7640 -0.3789 1.5537  0.3570
15 H 0.2332 -0.0047 2.6035  0.0993

Cartesian forces (eV/Å) of the 3 atoms listed first:
C -1.440 0.789 0.946
C 0.593 -0.732 -1.617
C -0.465 1.095 0.012

DFT total energy ... -287.76770 a.u.
SMILES ... CC[C@@H](N)C=O
Net charge ... 0
Spin multiplicity ... 1
HOMO-LUMO gap ... 10.7 eV
ΔE to the lowest compared entry with this formula, charge and spin ... 40.6 kcal/mol

# 11
C4H9NO | ωB97M-V/def2-TZVPD

Each line ends with the natural charge from an NBO analysis.
Geometry (Å):
1 C -0.6628 -2.1290 0.3192  -0.6862
2 C -0.9972 -0.7277 -0.0452  0.1745
3 C -0.1843 0.4150 0.2769  0.4722
4 O -0.7423 0.4116 1.4516  -0.5442
5 N 0.6660 1.0500 -0.4086  -0.5302
6 C 1.3357 2.1843 0.1867  -0.4271
7 H -1.2448 -2.3984 1.2006  0.2569
8 H -0.9540 -2.8092 -0.4818  0.2465
9 H 0.3960 -2.2587 0.5428  0.2365
10 H -0.0482 -0.7613 -2.0774  -0.1007
11 H -2.0104 -0.5328 -0.3974  0.2183
12 H 0.3722 -0.1327 -1.8480  0.0981
13 H 1.1246 3.0908 -0.3961  0.1998
14 H 1.0152 2.3513 1.2243  0.1862
15 H 2.4232 2.0301 0.1733  0.1995

Cartesian forces (eV/Å) of the 3 atoms listed first:
C 0.224 0.191 0.111
C -0.630 0.229 1.686
C 0.941 0.577 -0.775

DFT total energy ... -287.67011 a.u.
Net charge ... 0
Spin multiplicity ... 1
HOMO-LUMO gap ... 9.5 eV
ΔE to the lowest compared entry with this formula, charge and spin ... 101.9 kcal/mol

# 12
C4H9NO | ωB97M-V/def2-TZVPD

Each line ends with the natural charge from an NBO analysis.
Geometry (Å):
1 C -1.5909 0.7672 0.1687  -0.1165
2 C 0.0493 0.0896 1.0075  -0.4020
3 C 0.5393 -0.0650 -0.2829  0.2927
4 N 1.9758 -0.8024 0.7886  -1.0487
5 C 0.6789 0.0900 -1.5733  -0.4859
6 O -2.4335 -0.2969 -0.1663  -0.7167
7 H -2.0965 -0.7241 -0.9642  0.4665
8 H 1.9667 -1.7795 1.0768  0.3532
9 H 2.9298 -0.4533 0.7067  0.3519
10 H -1.9964 1.2582 1.0509  0.1756
11 H -1.4684 1.5075 -0.6258  0.1552
12 H -0.4022 -0.7690 1.4905  0.2519
13 H 0.3917 0.9366 1.5900  0.2478
14 H 1.5522 -0.3001 -2.0801  0.2513
15 H -0.0959 0.5412 -2.1870  0.2237

Cartesian forces (eV/Å) of the 3 atoms listed first:
C 0.829 -0.328 2.439
C -5.847 2.803 -2.082
C 4.949 -2.294 1.743

DFT total energy ... -287.58939 a.u.
Net charge ... 0
Spin multiplicity ... 1
HOMO-LUMO gap ... 8.5 eV
ΔE to the lowest compared entry with this formula, charge and spin ... 152.5 kcal/mol

What did the fourth record say?
C4H9NO | ωB97M-V/def2-TZVPD

Each line ends with the natural charge from an NBO analysis.
Geometry (Å):
1 C -0.8159 -1.9377 -0.1511  -0.3852
2 C -0.2557 -0.9283 0.4954  -0.1623
3 C 0.0568 0.3857 -0.1681  -0.1230
4 C -0.8718 1.5099 0.2906  -0.6146
5 N 1.4179 0.8828 0.0912  -0.3101
6 O 2.1799 -0.3748 0.1306  -0.5824
7 H -1.2170 -2.7233 0.3675  0.1888
8 H -0.8339 -2.0958 -1.3103  0.1828
9 H -0.4332 -0.9792 1.6045  0.2095
10 H -0.0523 0.2963 -1.2365  0.1681
11 H -0.9672 2.1652 -0.5379  0.2124
12 H -0.4603 1.8799 1.1868  0.2257
13 H -1.8865 1.1708 0.7380  0.2185
14 H 1.8026 1.3198 -0.7414  0.3317
15 H 2.3365 -0.5712 -0.7593  0.4402

Cartesian forces (eV/Å) of the 3 atoms listed first:
C 1.136 0.834 -3.474
C -1.471 0.342 0.769
C -0.392 0.664 0.301

DFT total energy ... -287.67350 a.u.
SMILES ... C=C[C@@H](C)NO
Net charge ... 0
Spin multiplicity ... 1
HOMO-LUMO gap ... 10.6 eV
ΔE to the lowest compared entry with this formula, charge and spin ... 99.7 kcal/mol

> Which value of spin multiplicity does entry 11 give?

1

> Which of these has the highest DFT total energy?

number 8